Entry 1:
C11H19F3NO | wB97M-V/def2-TZVPD

The value obtained for the molar mass is 238.27 Da. The orbital gap comes out at 7.77 eV. Its charge is +1. For the total energy, the calculation gives -23395.7962 eV. Its HOMO energy is -11.0 eV. The calculation puts the LUMO energy at -0.1187 hartree.

Geometry (Å):
C (-1.96159, 2.04924, -1.96189)
C (-1.35554, 0.68890, -2.22332)
O (-2.29976, -0.32089, -1.88618)
C (0.01725, 0.43133, -1.55509)
C (0.25974, 1.15323, -0.23602)
N (1.49824, 2.07914, -0.38446)
C (2.60568, 1.60326, 0.52551)
C (2.19810, 0.15999, 0.80747)
C (0.69602, 0.35515, 1.01180)
C (-0.16222, -0.81228, 1.48347)
C (-0.01806, -2.12582, 0.69492)
C (-0.61200, -3.26237, 1.45878)
F (-0.22903, -4.49802, 1.04621)
C (-1.54731, -3.18155, 2.44238)
F (-1.36416, -2.61340, 3.62201)
F (-2.75689, -3.70214, 2.36623)
H (-1.22345, 2.84909, -2.03434)
H (-2.76875, 2.25985, -2.65940)
H (-2.42262, 2.05870, -0.97103)
H (-1.18587, 0.61666, -3.30322)
H (-2.08492, -1.09639, -2.41307)
H (0.79801, 0.63056, -2.29164)
H (0.07106, -0.63913, -1.36963)
H (-0.51589, 1.83014, 0.11048)
H (1.22154, 3.05493, -0.27985)
H (1.90868, 2.06475, -1.31875)
H (2.56010, 2.14009, 1.47211)
H (3.60396, 1.77427, 0.13456)
H (2.64906, -0.26540, 1.70036)
H (2.44196, -0.45955, -0.05822)
H (0.65942, 1.11228, 1.80473)
H (-1.21194, -0.51760, 1.53016)
H (0.15485, -1.01408, 2.50764)
H (-0.64095, -2.05650, -0.20173)
H (1.01729, -2.34645, 0.42901)

Entry 2:
C18H30ClCrN4O4S | wB97M-V/def2-TZVPD

The multiplicity is 5. The value obtained for the molar mass is 485.98 Da. The orbital gap (alpha / beta) comes out at 7.76 / 7.79 eV. Its charge is +1. For the total energy, the calculation gives -85079.2626 eV. Its HOMO energy (alpha / beta) is -10.5 / -10.8 eV. The calculation puts the LUMO energy (alpha / beta) at -0.1019 / -0.1097 hartree.

Geometry (Å):
Cr (-0.54701, -1.38167, -1.35328)
C (4.36667, -3.88730, -1.10725)
O (3.29102, -2.95779, -0.94876)
C (2.04059, -3.31298, -1.18190)
O (1.19186, -2.42688, -1.09036)
N (1.81720, -4.60880, -1.48387)
N (0.52218, -5.04897, -1.68549)
H (5.27213, -3.30249, -0.98655)
H (4.36501, -4.33136, -2.10369)
H (4.33641, -4.66056, -0.33804)
H (2.57999, -5.26419, -1.51464)
H (0.23241, -5.67927, -0.95169)
H (0.42282, -5.48546, -2.59027)
Cl (-7.82267, -1.12671, -1.59367)
C (-6.10851, -0.90015, -1.60060)
C (-5.58451, 0.40177, -1.69419)
C (-4.23089, 0.60977, -1.69432)
C (-3.32507, -0.47049, -1.59740)
O (-2.04860, -0.23574, -1.57773)
C (-3.86780, -1.78526, -1.50480)
C (-3.01944, -2.91080, -1.39087)
O (-1.77138, -2.90323, -1.33323)
C (-5.26965, -1.97146, -1.51332)
H (-6.26494, 1.23973, -1.76740)
H (-3.81934, 1.60737, -1.77865)
H (-3.50719, -3.89204, -1.34774)
H (-5.67811, -2.97244, -1.44453)
C (3.80541, 3.19814, -0.47861)
C (3.41876, 3.05029, 0.99191)
C (3.84731, 1.71605, 1.60597)
C (3.08956, 0.50645, 1.05397)
N (1.66144, 0.60403, 1.34654)
C (0.66045, 0.62624, 0.46907)
S (0.90601, 0.57847, -1.23543)
N (-0.58929, 0.70678, 0.93463)
C (-0.98546, 0.93352, 2.31850)
C (-0.79392, 2.37762, 2.79760)
C (-1.80802, 3.38121, 2.23990)
C (-1.65606, 3.69253, 0.74921)
H (3.60644, 4.21409, -0.81943)
H (3.23718, 2.51911, -1.11344)
H (4.86964, 2.99994, -0.62035)
H (2.33534, 3.16756, 1.09478)
H (3.88214, 3.85413, 1.56659)
H (3.71012, 1.75323, 2.69157)
H (4.91222, 1.55808, 1.42109)
H (3.47015, -0.41043, 1.50940)
H (3.20729, 0.42862, -0.02186)
H (1.42517, 0.68675, 2.32479)
H (-1.28794, 0.84278, 0.21872)
H (-0.42955, 0.24775, 2.96419)
H (-2.03868, 0.66069, 2.39195)
H (0.21651, 2.71573, 2.54535)
H (-0.87754, 2.37055, 3.88683)
H (-1.68584, 4.31100, 2.79821)
H (-2.82044, 3.01880, 2.43986)
H (-0.61612, 3.91265, 0.49928)
H (-2.25474, 4.56468, 0.48734)
H (-1.99073, 2.87033, 0.11610)

Entry 3:
C3H3N3O | wB97M-V/def2-TZVPD

The value obtained for the molar mass is 97.08 Da. The orbital gap (alpha / beta) comes out at 9.05 / 9.05 eV. Its charge is 0. For the total energy, the calculation gives -9672.1969 eV. Its HOMO energy (alpha / beta) is -9.9 / -9.9 eV. The calculation puts the LUMO energy (alpha / beta) at -0.0317 / -0.0317 hartree.

Geometry (Å):
O (1.56714, -0.54959, 0.54980)
C (0.97022, -0.05690, -0.46799)
C (0.45052, 1.31276, -0.27073)
N (-0.57666, 1.16579, 0.48748)
N (-0.96655, -0.12777, 0.85864)
C (-0.96239, -0.93365, -0.29590)
N (0.08409, -0.90097, -1.06136)
H (0.43196, -0.60584, 1.12302)
H (0.82898, 2.28623, -0.55693)
H (-1.75237, -1.66581, -0.45024)

Entry 4:
C4H12BrNOSSi | wB97M-V/def2-TZVPD

The value obtained for the molar mass is 230.20 Da. The orbital gap comes out at 9.02 eV. Its charge is 0. For the total energy, the calculation gives -96635.3491 eV. Its HOMO energy is -9.8 eV. The calculation puts the LUMO energy at -0.0287 hartree.

Geometry (Å):
C (1.29160, -1.10072, -0.27242)
C (1.61999, 1.23334, 1.93927)
C (1.75933, 1.87279, -0.99216)
C (-4.22258, -1.63284, -0.09430)
N (-0.86058, 0.92764, 0.25343)
O (-1.28599, 3.38957, 0.02396)
Si (0.89044, 0.78910, 0.29962)
S (-1.87500, 2.05978, -0.02142)
Br (-4.60904, 0.20004, -0.23996)
H (1.45667, -1.16452, -1.28983)
H (2.10810, -1.53590, 0.24202)
H (0.39254, -1.72521, -0.03568)
H (2.04342, 2.18203, 1.80106)
H (0.82595, 1.24530, 2.62219)
H (2.28406, 0.53005, 2.35012)
H (1.65505, 1.56489, -2.12111)
H (1.27824, 2.78644, -0.86235)
H (2.84343, 1.91983, -0.88849)
H (-4.25962, -2.04760, -1.12470)
H (-3.28270, -1.72476, 0.54707)
H (-5.09235, -2.11594, 0.42807)